# C6H14O3

3 unconnected molecules or ions with the total composition C6H14O3 (wB97M-V/def2-TZVPD, the OMol25 dataset).

The geometry in XYZ format:
```
23
C6H14O3, DFT wB97M-V/def2-TZVPD
H 1.6752 2.2076 0.4754
H -1.8815 0.4415 1.1820
H 1.4507 -1.0670 0.8105
H -1.2878 -0.8420 -1.8238
H -0.1244 -0.0458 -2.8882
C 0.5519 -1.0472 0.2132
H -0.2547 -2.9230 0.7387
C 0.5634 -0.2375 -0.9007
H -1.4655 -1.8207 0.0740
O 1.4488 -2.1177 -1.3889
O 0.2861 0.6860 2.1939
H 0.3048 3.1537 1.0911
C -0.5796 -1.8834 0.7047
H 0.1329 1.4397 2.7895
H 0.7773 -2.6685 -1.8159
O -1.4592 1.2041 0.7667
H 0.2976 2.5860 -0.5827
C 0.5931 2.3223 0.4317
H 1.4832 0.2934 -1.0958
H -0.8344 -1.5926 1.7277
C -0.5428 -0.0504 -1.8825
C -0.0818 1.0608 0.8943
H -1.0533 0.9008 -1.7148
```

Properties
E_tot in hartree: -462.5647
E_LUMO (spin up / spin down) in eV: 0.36 / 0.36
Maximum force in eV Å⁻¹: 0.663
Charge: 0
Relative energy (zero: lowest compared OMol25 entry of this formula, charge and spin) in kcal/mol: 117.0
HOMO (spin up / spin down) in eV: -7.17 / -7.17

# C17H14ClNO3SSr

A molecular structure, C17H14ClNO3SSr in a non-equilibrium geometry (wB97M-V/def2-TZVPD, the OMol25 dataset).

The geometry in XYZ format:
```
38
C17H14ClNO3SSr, DFT wB97M-V/def2-TZVPD
C -1.9634 0.6165 5.9059
H 3.5543 -1.6453 -0.9263
C -1.3638 0.0628 -1.6817
C 0.6318 0.2004 6.9494
O 2.3905 1.7850 4.3006
H -1.7137 -2.1437 -1.9192
H -3.6920 0.8414 0.6047
C -0.8000 0.8499 3.6389
C 2.4340 -0.0921 -2.1018
C 2.8632 1.6281 -0.6212
Sr -0.8347 -0.9827 1.5181
H -1.8142 2.1066 -0.8763
C 3.2507 -0.6036 -1.0479
C -1.7842 0.2153 7.2322
H -0.6103 0.2714 -2.4477
O -1.8213 0.8978 2.8883
O 2.3195 -0.7112 4.1717
C -2.9782 0.3598 -0.0699
H 1.6435 0.0134 7.3077
C 3.5300 0.4635 -0.1433
C -0.8291 0.8169 5.1100
C -2.9674 -1.0231 -0.4245
H 4.0952 0.3915 0.7866
H -2.9558 0.7571 5.4731
N 0.4378 0.5860 3.1424
S 1.6352 0.5619 4.2769
C -1.9905 1.0263 -0.8526
C -0.4915 0.0160 7.7658
H 2.0453 -0.6544 -2.9515
H 2.9087 2.6231 -0.1792
C 2.1475 1.2783 -1.8086
Cl -0.4758 -3.6046 1.8882
H -2.6494 0.0170 7.8659
C -1.9375 -1.2083 -1.3999
H 1.5506 1.9548 -2.4192
H -3.6807 -1.7780 -0.0910
H -0.3729 -0.3279 8.7992
C 0.4326 0.5970 5.6288
```

Properties
E_tot in hartree: -1825.8695
E_LUMO in eV: 4.12
Maximum force in eV Å⁻¹: 2.061
Charge: -2
HOMO in eV: -0.23

# C10H18N3

2 unconnected molecules or ions with the total composition C10H18N3 in a non-equilibrium geometry (wB97M-V/def2-TZVPD, the OMol25 dataset).

The geometry in XYZ format:
```
31
C10H18N3, DFT wB97M-V/def2-TZVPD
H -0.1406 -0.9326 0.1741
H 1.0077 -0.4517 -1.7728
N -1.1476 -1.2035 0.1845
H -2.7879 -2.4422 0.9719
H 1.0797 1.4701 -0.6274
N -3.3814 -0.6176 0.1193
H -5.3705 0.0203 -0.1964
C -2.0031 -0.2024 0.0497
C -4.3151 0.3206 -0.0556
C 1.8357 0.7374 -0.3312
H 4.0040 1.3052 0.2919
H -2.4012 3.0947 0.2929
H -4.6767 -2.2961 0.4964
C 2.1444 -0.2153 -1.4928
H 0.7034 0.6574 1.5883
C 2.9734 1.7160 0.1482
H 2.6528 -0.7296 2.3562
C -2.6423 2.0035 0.1041
N -1.6407 1.0967 0.1471
C 2.1395 -1.1250 1.4774
C -3.5733 -2.0266 0.2769
H 2.5319 -1.1111 -1.1431
H 2.6479 2.2282 1.1082
H 1.3591 -1.8545 1.7684
H -4.6729 2.3844 -0.1851
H 3.0944 2.5042 -0.6695
C 1.4499 -0.0304 0.8409
H -3.3097 -2.4802 -0.8005
C -3.9464 1.6489 -0.0597
H 2.6044 0.1816 -2.3170
H 2.9278 -1.7175 0.8477
```

Properties
E_tot in hartree: -555.7097
E_LUMO in eV: -5.74
Maximum force in eV Å⁻¹: 5.456
Charge: +1
Relative energy (zero: lowest compared OMol25 entry of this formula, charge and spin) in kcal/mol: 135.9
HOMO in eV: -11.55

# C5H10IN

2 unconnected molecules or ions with the total composition C5H10IN in a non-equilibrium geometry (wB97M-V/def2-TZVPD, the OMol25 dataset).

The geometry in XYZ format:
```
17
C5H10IN, DFT wB97M-V/def2-TZVPD
H 3.7368 -2.4874 1.1811
H 2.2020 -2.8007 2.1477
C -0.8086 0.8053 -0.5105
H 1.6139 -0.2514 1.2217
I 3.8033 0.2252 -0.2181
H -2.6737 1.7699 -0.1209
C 2.4853 -0.8948 1.0726
H -0.0288 0.6600 1.4336
H -0.7136 -0.8383 -1.5172
C -2.2562 1.1067 -0.8766
H -2.3631 1.4766 -1.9203
C -0.2555 1.4023 0.7327
H -2.6795 0.1024 -0.7727
N -0.2995 -0.3115 -0.8022
H 0.5904 2.0006 0.5674
H -1.0053 2.0973 1.1205
C 2.8143 -2.1270 1.4284
```

Properties
E_tot in hartree: -548.8748
E_LUMO in eV: 0.73
Maximum force in eV Å⁻¹: 3.777
Charge: 0
Relative energy (zero: lowest compared OMol25 entry of this formula, charge and spin) in kcal/mol: 21.8
SMILES string: CC(C)=N.C=CI
HOMO in eV: -8.89

# C2H3NOS2

C2H3NOS2 in the gas phase in a non-equilibrium geometry (wB97M-V/def2-TZVPD, the OMol25 dataset).

The geometry in XYZ format:
```
9
C2H3NOS2, DFT wB97M-V/def2-TZVPD
C 1.0229 -0.8329 0.0821
S -1.7535 -1.0858 -0.0279
H 0.9934 -1.9000 0.2306
H 0.5612 1.6346 -0.0555
H -2.1198 1.1594 0.1436
C -0.3255 -0.2327 -0.0128
S 2.3691 0.0267 -0.0247
O -1.4142 1.8620 0.0264
N -0.3078 1.0784 -0.0148
```

Properties
E_tot in hartree: -1004.2982
E_LUMO in eV: -1.73
Maximum force in eV Å⁻¹: 1.680
Charge: 0
Relative energy (zero: lowest compared OMol25 entry of this formula, charge and spin) in kcal/mol: 56.0
SMILES string: ONC(=S)C=S
HOMO in eV: -9.11

# C46H64InN9O3P

A molecular structure, C46H64InN9O3P (wB97M-V/def2-TZVPD, the OMol25 dataset).

The geometry in XYZ format:
```
124
C46H64InN9O3P, DFT wB97M-V/def2-TZVPD
C 7.1399 5.8480 1.7958
H -3.3093 -2.5992 4.0386
H 0.2271 -0.2200 3.3323
H 1.5792 -8.0982 1.4635
H -6.4065 -3.3422 -1.1598
H -0.0090 -0.3077 -0.6677
P 1.5586 -1.4908 4.5585
C -3.6125 6.8754 -2.3560
H -5.7987 4.5657 -2.9816
H -2.7274 -4.9213 1.7607
C 1.2965 -1.4152 0.6519
H 0.6088 -1.6827 -2.7707
N -6.4942 -4.2777 -4.9145
H -0.1483 3.7697 -3.7092
H 0.4257 -1.4760 1.3107
H 3.7286 3.3898 -0.7754
H -1.4298 -2.6212 -2.5646
C -1.6899 6.8126 -5.2321
H -5.8102 7.5209 0.1194
C -0.8603 -2.8144 -1.6480
H 0.5481 -5.3132 3.2251
In 2.4104 -3.2846 2.8967
C 1.6388 -5.3004 3.3232
C 1.4644 4.8645 -2.7981
C -3.9680 -6.3499 6.8951
O 4.4829 -3.3165 3.2654
H 3.1110 -2.5327 0.3239
N -0.3670 6.7312 -5.1046
H -1.9960 -6.6955 4.3411
C -1.5926 9.0876 -5.9376
C 5.9352 5.9518 2.4720
O -3.7835 -3.1815 2.1027
H -7.7075 -5.3247 -1.9590
H -3.4699 -6.4229 8.9813
C -5.3489 5.4107 -2.4722
H -5.1610 -1.9891 -2.8420
C -2.2946 -6.6468 5.3833
H -2.2547 5.9204 -4.9830
C -0.2137 9.0137 -5.8129
C 6.3018 0.2190 -2.1288
H 1.8973 -0.5882 1.0537
H 5.3618 -1.6466 1.0430
H -5.0224 -6.1573 7.0646
H 0.5439 1.6172 -2.6509
H 4.7772 -2.4036 3.3336
H -1.0488 -6.8407 8.5120
H 8.0779 5.8446 2.3361
H -4.9136 -3.3456 3.7987
N 2.1683 2.4136 -1.6854
H -3.4266 7.9729 -5.7151
C 2.5661 4.7589 -1.9624
H -2.6676 7.2036 -2.7744
H -5.2678 -2.6613 -5.2309
C 5.0858 0.3811 -1.4783
H -3.6343 8.3491 -0.7966
C 7.2266 -0.6647 -1.5959
H 5.9005 6.0287 3.5501
H -2.4179 -4.5335 -0.4945
H -1.7424 -3.4663 1.9726
O 0.0835 -0.9790 3.9060
N -3.5848 -6.4222 5.6226
C -1.7508 -2.4632 -0.4452
C -5.3579 7.0541 -0.7462
H 2.8936 -0.1582 3.1443
H -2.0695 10.0049 -6.2594
H -0.6914 -3.8968 -1.6407
H 3.2846 0.0113 4.7250
C 5.6549 -1.1226 0.1376
C -3.8630 -3.3783 3.5014
C 6.8993 -1.3473 -0.4363
H 1.6581 -3.5343 0.2390
C 1.1089 2.5287 -2.4821
C 0.5177 -2.0981 -1.7614
N -4.1918 5.8447 -2.9672
C 0.7206 3.7260 -3.0658
H -6.9067 5.5776 -1.0066
C -6.4352 -3.6037 -2.2100
N 4.7592 -0.2730 -0.3643
H 5.8357 5.6407 -1.3082
C -2.3475 7.9650 -5.6400
H 6.5128 0.7756 -3.0328
H 4.3360 1.0669 -1.8590
H 1.1710 5.8116 -3.2316
H 1.4225 7.7241 -5.2775
H 2.8186 -5.9125 1.5862
H 0.4173 9.8645 -6.0319
C -1.7599 -6.7294 7.7034
H -3.4588 -4.3525 3.7925
C 2.8784 3.5120 -1.4387
C 0.8541 -0.9814 -0.7633
C -5.8023 -3.2278 -4.4761
C -5.9690 5.9770 -1.3682
C 0.3474 7.8171 -5.3925
H 2.8985 -7.0266 2.9389
C -2.6723 -3.8483 1.5256
N 4.7261 5.8391 0.4089
H -3.7183 -3.3760 -0.2424
H 3.7982 6.0065 2.2323
H 1.8627 -5.5470 4.3638
H 0.7613 -6.7808 0.9931
C -4.1531 7.5160 -1.2509
H -1.1317 -2.1667 0.3953
C -1.3461 -6.8063 6.3847
H 8.0329 5.6432 -0.1560
H -7.7054 -5.8481 -4.3846
C 5.8902 5.7372 -0.2282
H 8.1862 -0.8171 -2.0750
H 1.3055 -2.8551 -1.6901
C 2.1237 -2.6932 0.7715
C -2.6788 -3.6011 0.0162
N 1.1676 -7.2362 1.8027
C 2.2197 -6.3699 2.3867
C -5.7424 -2.8502 -3.1427
H -2.3540 -1.5855 -0.7014
C -7.1558 -4.7024 -2.6505
C -3.1010 -6.4973 7.9668
C 7.1190 5.7372 0.4147
C -7.1529 -4.9944 -4.0064
H 1.6568 -0.3749 -1.1895
H 7.5864 -2.0471 0.0200
N 2.5066 -0.0815 4.0809
H 3.1691 5.6172 -1.7001
H -0.3113 -6.9728 6.1233
C 4.7597 5.9412 1.7354
```

Properties
E_tot in hartree: -3041.1960
E_LUMO in eV: 1.84
Maximum force in eV Å⁻¹: 0.446
Charge: -1
HOMO in eV: -3.25